No. 1
75
Properties=species:S:1:pos:R:3:forces:R:3:mulliken_charge:R:1 method="wB97M-V/def2-TZVPD" spin_multiplicity=1 total_energy_ha=-4525.8941 orbital_gap_ev=5.93 charge=-1
Ga 1.649181 1.506805 0.777907 0.1 0.1 0.0 0.519
S -0.841747 -1.287376 0.291257 -0.1 0.0 0.0 -0.542
S 1.163416 3.362234 2.156175 0.0 0.2 -0.1 -0.518
P -0.581483 0.713435 0.200879 0.5 -0.8 0.2 -0.037
N 2.944927 14.507925 -2.201757 0.0 0.0 0.0 -0.356
N -3.356501 -10.554528 -3.239509 0.1 0.0 -0.1 -0.460
N 4.155549 2.560776 1.264999 0.7 0.2 0.2 -0.253
N -2.735931 -11.463386 1.654228 0.0 -0.1 0.1 -0.384
N 1.014398 -8.647711 -1.499247 0.0 0.0 0.0 -0.479
N -3.323478 -6.574697 -0.437437 0.1 0.0 0.0 -0.480
N 3.010789 8.857103 -0.343248 -0.1 0.0 0.0 -0.413
N 0.004758 4.301852 -1.130067 -0.2 0.0 -0.3 -0.392
N -1.833784 -11.893338 -6.520636 0.1 0.0 -0.1 -0.447
N -0.105356 8.127447 4.462596 0.0 0.0 0.0 -0.453
N -2.979274 7.833939 1.428658 -0.2 0.2 0.2 -0.510
C 3.076165 7.820031 -0.832208 0.1 0.0 0.0 0.404
C 5.913242 4.325549 2.030337 0.0 0.0 0.0 -0.804
C -0.500928 6.476534 0.200579 0.0 -0.1 0.1 -0.277
C 3.156349 6.505579 -1.455192 -0.1 -0.1 0.1 -0.699
C 0.139433 8.663174 3.477324 -0.1 0.0 0.0 0.347
C -0.730493 -9.645873 -5.802221 0.0 0.0 0.0 -0.630
C 4.942728 3.325936 1.602392 -0.2 -0.1 -0.1 0.273
C 2.676663 13.591382 -1.565513 0.0 0.0 0.0 0.167
C -1.517214 -10.681206 3.819400 0.0 0.0 0.0 -0.775
C -3.237879 -11.676408 -3.452210 -0.1 0.0 0.1 0.459
C -1.366931 -9.444213 -0.801341 0.1 0.1 0.1 0.380
C -0.036622 -8.993085 -1.189181 0.0 0.0 0.0 0.335
C 2.337140 12.427343 -0.756481 0.0 0.0 0.0 -0.500
C -1.328352 -10.906904 -6.221528 -0.1 0.0 0.1 0.367
C -1.353000 -4.965627 0.129578 0.0 0.0 0.0 -0.537
C -3.087875 -13.098923 -3.722474 0.1 -0.1 0.0 -0.821
C 0.416687 9.366052 2.231616 0.0 0.0 -0.1 -0.535
C -0.278171 5.249772 -0.549683 0.3 0.1 0.1 -0.022
C -3.443778 7.041840 3.865520 0.1 -0.1 0.0 -0.838
C -2.456666 -5.862812 -0.187318 0.0 0.0 0.0 0.325
C -2.202738 -11.128437 2.613457 0.0 0.0 0.0 0.372
C -3.183460 7.489123 2.504597 0.0 0.0 0.0 0.436
H 1.488859 9.454965 2.065053 0.0 -0.1 0.0 0.291
H 6.913587 4.038299 1.711007 0.0 0.0 0.0 0.281
H 2.729856 11.519377 -1.210133 0.0 0.0 0.0 0.179
H -0.023762 8.818184 1.402424 0.0 0.0 0.0 0.023
H -1.736448 -10.163072 -1.526120 -0.1 0.0 0.0 -0.173
H -1.019840 -9.432514 -4.773970 0.0 0.0 0.0 0.173
H 2.399483 0.319006 1.480705 -0.2 -0.1 0.2 -0.238
H -1.081246 -8.840001 -6.443760 0.0 0.0 0.0 0.257
H 0.570091 2.791185 3.210247 0.0 -0.2 0.0 0.011
H -3.841698 7.866038 4.454190 0.0 0.0 0.0 0.279
H -0.424897 -5.367406 -0.274126 0.0 0.0 0.0 0.257
H -1.538551 1.316951 1.040406 -0.2 0.3 -0.3 0.014
H -1.259270 -4.861462 1.208644 0.0 0.0 0.0 0.284
H 5.667443 5.294182 1.598136 0.0 0.0 0.0 0.229
H 3.878614 6.512727 -2.268717 0.0 0.0 0.0 0.321
H -0.025509 10.360337 2.268994 0.0 0.0 0.0 0.321
H -2.170363 -10.027044 4.393609 0.0 0.0 0.0 0.265
H 0.065952 6.427051 1.132010 0.0 -0.1 0.0 0.202
H 0.354182 -9.707291 -5.864132 0.0 0.0 0.0 0.277
H -1.330604 -9.911675 0.179347 0.0 0.0 0.0 -0.081
H 5.897705 4.412878 3.115363 0.0 0.0 0.0 0.257
H 2.315919 2.044785 -0.544858 -0.3 0.1 -0.2 -0.187
H -1.528758 -3.978775 -0.297305 0.0 0.1 0.0 0.078
H -3.992846 -13.492132 -4.180691 0.0 0.0 0.0 0.287
H 2.176977 6.227618 -1.843386 0.0 -0.1 0.0 0.204
H -1.243056 -11.538852 4.430562 0.0 0.0 0.0 0.270
H -0.941850 1.121209 -1.096674 -0.3 0.4 0.1 0.047
H -2.045949 -8.592787 -0.762802 -0.1 -0.1 0.0 -0.023
H -1.548903 6.610143 0.448267 0.1 -0.1 -0.1 0.241
H -0.167003 7.330398 -0.390186 0.0 0.0 0.0 0.313
H 2.764632 12.530747 0.238960 0.0 0.0 0.0 0.261
H -2.257846 -13.225319 -4.414649 0.0 -0.1 0.0 0.270
H 1.255448 12.339421 -0.672203 0.0 0.0 0.0 0.245
H -2.884513 -13.644967 -2.803052 0.0 0.1 0.0 0.298
H 3.453913 5.762967 -0.715770 -0.1 0.0 0.0 0.177
H -4.163573 6.225659 3.852039 0.0 0.0 0.0 0.316
H -2.513599 6.699235 4.317066 0.0 0.0 0.0 0.269
H -0.616233 -10.133337 3.549144 0.0 0.0 0.0 0.281



No. 2
116
Properties=species:S:1:pos:R:3:forces:R:3:mulliken_charge:R:1 method="wB97M-V/def2-TZVPD" spin_multiplicity=1 total_energy_ha=-3475.5418 orbital_gap_ev=5.73 charge=-2
Te -21.341643 -12.235561 5.437661 -0.4 -0.5 -0.7 0.537
Ag -21.965006 -15.575647 4.884241 0.2 -0.1 -0.1 1.139
S -21.224603 -17.918510 5.668086 0.0 -0.5 -1.5 -0.298
O -21.653320 -13.731263 3.301361 2.5 -0.9 1.3 -0.304
O -22.640296 -14.874452 6.995503 -1.9 -1.3 1.9 -0.057
N -22.445809 -19.203194 3.505099 -6.1 -2.6 -1.8 -0.382
N -19.126346 -18.317923 3.434621 -7.9 2.3 5.3 0.458
N -24.373200 -14.933416 4.552802 0.5 -3.1 3.2 1.936
N -23.556725 -18.849535 3.971462 1.1 1.1 1.9 0.312
N -20.398790 -18.840635 3.216705 1.9 -0.6 -2.6 -0.309
C -23.633577 -15.698497 7.575556 2.0 -1.0 0.6 2.587
C -22.793009 -17.625788 0.893063 4.0 -4.1 -2.7 -0.280
C -22.515718 -11.398451 -0.758625 -1.5 2.7 -3.7 -0.413
C -22.906218 -19.122918 9.745434 0.5 0.9 -0.2 -0.995
C -15.734482 -19.454310 2.744844 0.6 0.9 5.5 -0.290
C -18.885337 -13.957864 4.572176 -1.3 1.0 -3.7 0.868
C -20.830293 -9.342567 9.299202 -3.4 -2.1 -0.4 -0.895
C -24.539628 -14.930150 8.558335 -1.7 -0.5 -1.1 -0.269
C -23.598897 -18.098110 9.078125 1.9 0.6 -0.7 -0.257
C -22.969976 -12.357592 0.099954 0.3 -1.5 0.9 -0.582
C -24.719790 -13.602583 8.349198 0.0 3.0 1.1 -0.064
C -20.117801 -9.305766 8.090425 2.9 6.6 4.0 0.019
C -20.273559 -10.260032 7.222075 3.3 -0.6 -5.9 -0.511
C -19.822238 -13.679642 5.558799 1.8 -0.1 1.4 -0.185
C -25.344200 -15.506307 9.553566 0.7 2.2 4.2 -0.339
C -16.803945 -18.915582 3.479231 -2.1 0.0 1.5 -0.275
C -23.749871 -12.971597 3.128880 -4.5 -0.2 -1.3 0.092
C -23.950713 -17.045784 1.076190 -5.3 -0.5 0.8 -0.278
C -25.839444 -13.378053 10.439499 -2.3 -0.2 4.4 -0.397
C -17.217762 -19.774332 0.808257 2.9 -0.6 0.9 -0.388
C -26.849316 -13.799906 5.378672 -0.6 4.1 -7.3 -0.711
C -21.648155 -16.801697 8.751295 -1.0 -4.2 0.5 -0.906
C -18.290939 -19.227406 1.535431 4.3 -2.4 -3.4 0.002
C -20.918405 -17.917926 9.289902 -0.6 0.5 0.6 -0.334
C -25.885088 -14.695794 10.760100 1.0 -3.6 -2.4 -0.821
C -21.050493 -11.356500 7.375955 -0.3 -2.3 -3.1 0.446
C -20.813993 -12.168584 1.214480 -3.7 -2.1 -0.1 -0.088
C -26.489594 -14.994068 5.834522 -0.2 -0.4 2.4 -1.076
C -24.765753 -20.635938 2.614270 1.8 1.3 3.9 -0.293
C -25.850643 -18.629536 3.429010 -2.5 5.2 1.1 0.424
C -27.133461 -20.202820 2.227210 -2.0 2.1 1.6 -0.483
C -25.380154 -12.810006 9.367810 3.9 -1.5 -6.2 -1.331
C -21.711015 -10.560091 9.403323 1.5 2.8 1.2 -0.743
C -23.032243 -16.935361 8.491453 2.1 0.2 0.8 0.652
C -21.228327 -10.770030 -0.682410 -2.3 -1.0 -1.2 -0.564
C -21.553192 -16.985166 1.051928 2.0 -1.1 -1.7 0.323
C -21.518759 -15.679014 1.256383 -0.2 4.3 0.4 -0.157
C -22.134460 -12.765097 1.138551 1.6 1.5 1.5 -0.345
C -15.884820 -20.043262 1.580722 -2.8 -0.1 -6.5 -0.725
C -24.763876 -19.382888 3.546966 2.7 -5.6 -6.1 -0.002
C -19.580688 -14.292654 6.821179 -3.6 4.5 -1.1 -0.191
C -17.874568 -15.774285 5.851684 -1.8 1.4 -1.4 -0.439
C -24.705589 -13.930251 3.881669 -4.0 5.4 0.0 -0.518
C -24.456227 -16.383345 6.515664 -3.7 -2.4 -2.0 -1.209
C -18.174610 -18.868012 2.838210 8.1 -1.1 0.7 0.176
C -26.079925 -21.034625 2.182279 6.2 -3.0 -0.7 -0.318
C -21.358670 -18.708221 4.038057 3.7 3.3 3.9 -0.421
C -17.957905 -15.004243 4.584985 2.0 -4.1 1.0 -0.044
C -22.597598 -13.659941 2.386112 0.8 0.8 -1.4 1.243
C -27.097191 -18.850742 2.792313 4.7 -6.4 -0.6 -1.119
C -18.806728 -15.324972 6.842812 5.2 -7.5 3.6 0.381
C -20.391853 -11.302104 0.276503 2.2 2.0 -0.4 -0.673
C -26.009748 -13.291598 4.244277 0.3 -3.1 2.8 -1.268
C -21.812635 -11.608886 8.462280 1.0 3.7 3.0 -0.304
C -21.530271 -19.049610 9.856372 2.1 -1.0 1.8 -0.494
C -22.747111 -15.091340 1.674443 -1.4 1.6 1.9 -0.018
C -25.199766 -15.388494 5.552262 2.4 -2.7 1.0 -0.175
C -23.963416 -15.770949 1.677022 -2.3 2.4 -1.5 0.504
H -19.630823 -10.094922 6.145921 -2.0 -0.8 3.1 -0.092
H -24.575597 -18.278981 8.858138 -2.9 -0.6 -0.3 0.560
H -23.898989 -12.931921 0.000742 0.1 0.7 -0.3 0.318
H -21.181219 -16.031359 8.269832 1.4 2.1 -0.9 0.026
H -19.134594 -17.952204 4.397486 0.8 0.1 -0.1 -0.228
H -23.700455 -12.201593 4.116098 1.1 -1.6 -3.5 -0.319
H -16.580612 -18.722886 4.718312 -1.2 -0.2 -4.0 -0.021
H -23.414616 -19.960493 10.157423 -0.6 -0.5 0.2 0.433
H -27.920919 -13.336541 5.373432 2.1 -0.9 0.7 0.209
H -14.826660 -19.487346 3.449646 -0.8 -0.2 -1.8 0.230
H -28.001198 -20.827324 2.113489 -1.2 0.8 -0.6 0.285
H -17.286792 -19.871111 -0.430325 0.2 0.0 3.7 0.192
H -20.776381 -19.923926 10.613865 -2.6 2.8 -2.8 0.015
H -20.212471 -12.432875 2.025959 0.8 -0.5 1.1 0.236
H -25.205230 -17.161523 6.891534 -0.3 1.8 0.9 0.575
H -24.940315 -17.702450 0.883556 2.2 1.9 0.3 0.131
H -19.101226 -13.365257 3.593553 0.8 -1.3 1.6 -0.332
H -21.018473 -10.000459 -1.456161 0.3 -0.7 0.9 0.310
H -23.522356 -21.185171 2.700280 -4.5 1.4 -0.8 0.137
H -19.846147 -17.952457 9.352727 0.4 0.6 -0.2 0.265
H -26.124719 -15.094272 11.882378 0.4 0.8 -3.4 0.214
H -18.699897 -16.221093 7.891099 -0.6 3.4 -2.8 -0.495
H -19.261881 -8.337946 7.923191 -2.8 -2.9 0.3 0.085
H -25.015216 -16.469734 9.765256 -0.5 -1.9 0.4 0.345
H -27.221801 -15.307700 6.589884 1.2 -1.2 0.1 0.268
H -17.343505 -15.572126 3.621005 -1.8 2.5 2.7 0.046
H -20.088893 -13.740870 7.614729 -0.1 -1.3 0.4 0.046
H -24.121365 -12.998651 7.633822 -0.5 -1.0 0.1 0.737
H -15.071075 -20.419799 0.959421 -0.1 -0.1 0.4 0.318
H -22.657151 -18.594520 0.263228 -0.8 1.3 1.7 0.057
H -21.143656 -8.457327 9.954695 1.2 -1.4 -0.8 0.240
H -23.332033 -11.011931 -1.688024 2.6 -1.1 2.8 0.040
H -19.341250 -10.961828 0.409787 -0.8 0.1 -0.4 0.321
H -22.473560 -12.319886 8.836729 -0.8 -2.0 -0.8 0.829
H -17.299430 -16.715959 6.144313 -0.7 1.6 -1.2 0.216
H -25.647731 -17.603960 3.866126 -0.6 -1.0 -0.2 0.401
H -20.656521 -14.929566 0.962009 -1.5 -1.9 1.3 -0.055
H -26.033029 -22.126420 1.751758 -1.0 2.2 0.6 0.201
H -25.087123 -15.076462 1.747387 3.7 -2.5 0.2 -0.314
H -18.939407 -19.010821 0.788121 -3.4 1.1 -0.8 0.470
H -20.543439 -17.357780 0.745037 -1.4 -0.7 0.2 0.057
H -24.811453 -11.938826 9.314815 -0.8 2.7 0.5 0.330
H -26.174556 -12.679886 11.141356 -0.4 1.0 1.7 0.437
H -26.458133 -12.619849 3.605587 -0.5 2.0 -1.1 0.609
H -27.960161 -18.376182 2.957902 -2.8 2.3 0.4 0.601
H -24.131678 -17.281252 5.936806 2.0 1.5 -0.3 -0.096
H -22.290127 -10.578441 10.335723 0.0 -0.2 -0.4 0.386
H -24.459185 -12.593604 2.240758 1.1 0.1 2.2 0.210



No. 3
19
Properties=species:S:1:pos:R:3:forces:R:3:mulliken_charge:R:1 method="wB97M-V/def2-TZVPD" spin_multiplicity=1 total_energy_ha=-348.1770 e_above_lowest_kj_mol=72.9 orbital_gap_ev=10.55
O 1.126271 -0.878111 0.210743 0.2 0.0 -0.2 -0.546
O 2.293576 1.436582 -0.721208 0.3 0.1 -0.2 -0.560
C -1.235553 -1.031365 -0.219550 0.0 0.0 0.0 -0.516
C -1.383667 -2.358229 0.518806 0.0 0.0 0.0 -1.200
C -0.101238 -0.179015 0.348676 -0.3 0.1 0.1 0.159
C 1.213475 1.981937 0.035599 -0.3 0.2 0.2 -0.518
C -0.067258 1.217373 -0.281361 0.0 0.0 0.0 -0.643
H -0.274274 -0.051507 1.431638 0.0 0.0 -0.1 0.209
H -1.667684 -2.194608 1.565904 0.0 0.0 -0.2 0.299
H -2.150366 -2.989724 0.057135 0.1 0.1 0.1 0.362
H 2.699599 2.130307 -1.248802 0.0 -0.2 0.1 0.312
H -0.433356 -2.900581 0.508429 -0.2 0.1 0.0 0.284
H 1.715909 -0.374401 -0.368519 -0.1 -0.1 0.1 0.396
H -0.155817 1.148523 -1.372753 0.0 0.0 0.1 0.320
H -1.015751 -1.215006 -1.280127 0.0 0.0 0.1 0.299
H -0.937133 1.781037 0.080369 0.1 -0.1 0.0 0.410
H 1.460975 1.894050 1.101189 0.0 0.0 -0.1 0.231
H 1.088460 3.047538 -0.188930 0.0 -0.1 0.0 0.419
H -2.176170 -0.464799 -0.177239 0.1 0.0 0.0 0.282



No. 4
15
Properties=species:S:1:pos:R:3:forces:R:3:mulliken_charge:R:1 method="wB97M-V/def2-TZVPD" spin_multiplicity=1 total_energy_ha=-382.8392 e_above_lowest_kj_mol=329.9 orbital_gap_ev=8.61
O 0.513435 -1.605242 -0.517128 1.5 1.1 2.3 -0.474
O 0.736280 0.154066 -2.056578 0.6 -1.4 -0.3 -0.614
O -1.469233 1.482781 -1.226843 -0.1 -0.2 0.2 -0.571
C -1.840000 0.445374 0.969332 -4.7 -0.8 -3.8 -1.103
C 1.610759 0.458149 0.101237 0.3 0.9 0.5 -1.048
C 0.654701 -0.284817 -0.753082 -4.3 4.0 0.3 0.607
C -1.156043 0.729159 -0.347236 2.4 -1.4 -0.3 0.594
H 2.545227 0.128832 -0.314923 1.1 0.1 0.0 0.391
H -1.904845 -0.626909 1.032185 0.9 -0.4 0.9 0.304
H -1.484891 1.033014 1.715252 1.4 1.1 2.5 0.328
H 1.543830 1.661461 -0.135999 0.0 -3.3 1.2 0.222
H -3.013856 0.667708 0.888470 2.4 0.1 0.0 0.305
H 0.224700 -2.010827 -1.282254 -1.1 -1.4 -2.7 0.315
H 0.019191 0.781985 -2.234296 -0.4 0.2 0.2 0.419
H 1.587041 0.018822 1.152778 -0.1 1.4 -1.1 0.324